DFT (ωB97M-V with the def2-TZVPD basis set) results for a structure of composition C37H40As2N2O2Pt.

Geometry as ORCA input:
```
! wB97M-V def2-TZVPD RIJCOSX def2/J DEFGRID3
* xyz 1 4
Pt -0.1624 0.2511 -0.3577
As -0.9603 -1.7937 -1.3020
As -3.6899 0.9893 -0.7379
O 1.4460 0.0394 1.2203
O 1.3924 1.7553 -1.0221
N 1.3315 3.1472 0.7610
N 1.2826 -0.4776 2.3939
C -0.5427 -4.8720 1.4637
C -0.0606 -3.8831 -3.0943
C -2.8893 -4.7978 0.9400
C 2.2859 -0.3949 3.3044
C 1.2074 -2.1380 4.5997
C -2.4010 -0.7483 2.7762
C -2.5684 -1.4639 -2.3523
C 2.1128 -2.4390 -4.0532
C 4.1504 3.1867 0.9989
C 1.2912 -1.8848 -3.0805
C 0.2019 -2.6064 -2.6062
C -3.7498 -0.7374 -1.7091
C 0.7639 -4.4336 -4.0632
C -0.9975 1.2694 2.5003
C 1.8479 -3.7097 -4.5434
C -1.1057 4.1013 -3.2019
C -1.6173 1.5362 1.3132
C 3.3197 3.9847 2.0040
C 4.1313 3.7308 -0.4313
C -3.0244 3.5069 -1.8774
C -2.5881 2.1849 -1.8080
C 1.8930 4.2593 1.5162
C 0.1717 -2.1636 3.7518
C 2.2575 -1.1667 4.4241
C -2.9430 -0.5072 1.5764
C -1.8344 -5.3515 1.6489
C -1.3721 -3.2679 -0.1303
C -2.2871 4.4603 -2.5676
C -1.1090 -0.0784 3.1483
C -1.4032 1.8410 -2.4524
C -2.4494 0.5450 0.6976
C 2.7430 3.7234 -1.1228
C 0.0107 -1.1188 2.6965
C 1.7640 2.7965 -0.4539
C -0.3119 -3.8313 0.5780
C -2.6593 -3.7574 0.0475
C -0.6597 2.7889 -3.1411
H -0.5360 4.8426 -3.7474
H 0.6980 -3.4614 0.4296
H -2.1982 -0.9072 -3.2153
H 1.5028 -0.8993 -2.6783
H 2.4908 -4.1423 -5.2986
H 1.2815 -2.8566 5.4042
H 2.3091 4.7250 -1.1257
H -3.4883 -3.3431 -0.5117
H 5.1841 3.1522 1.3460
H -1.5499 2.5246 0.8683
H -3.8931 -5.1794 1.0739
H -4.4887 -0.5457 -2.4910
H 2.8302 3.4055 -2.1587
H -3.9493 3.7927 -1.3905
H 1.8687 5.1511 0.8908
H -2.8976 -2.4335 -2.7364
H 3.2872 3.4379 2.9498
H -0.4251 2.0351 3.0126
H -4.2569 -1.3861 -0.9916
H 3.7990 4.9435 2.2145
H -3.8260 -1.0605 1.2743
H 0.2642 2.4981 -3.6234
H -2.6394 5.4825 -2.6145
H 0.2840 -5.3137 2.0050
H 3.1063 0.2505 3.0260
H -0.6220 -2.8943 3.8347
H 4.5285 4.7475 -0.4460
H 2.9624 -1.8804 -4.4233
H -0.8995 -4.4529 -2.7101
H 1.2270 4.4556 2.3555
H -2.0155 -6.1659 2.3381
H -2.8286 -1.4830 3.4469
H -1.0047 0.0269 4.2299
H 0.5641 -5.4272 -4.4420
H -1.0374 0.8134 -2.4349
H 0.7958 2.4397 1.2468
H 3.8025 2.1485 0.9848
H 3.0690 -1.0940 5.1325
H 4.8121 3.1241 -1.0283
H -0.3293 -1.5452 1.7510
*
```

Frontier orbital gap (alpha / beta): 7.3 / 6.9 eV
HOMO (alpha / beta): -9.092 / -10.615 eV
Energy above the lowest of the compared OMol25 structures with the same formula, charge and spin: 107.8 kJ/mol
Electronic energy: -6284.40728 Eh
<S²>: 3.82


DFT (ωB97M-V with the def2-TZVPD basis set) results for a structure of composition C37H40BHoN8OSSe2.

Geometry as ORCA input:
```
! wB97M-V def2-TZVPD RIJCOSX def2/J DEFGRID3
* xyz 2 5
Ho 12.2504 15.1892 12.0661
Se 9.2227 15.7588 9.3541
Se 11.1984 14.4810 9.2531
S 10.8575 11.8902 12.7334
O 11.7660 13.0563 12.0702
N 13.1619 16.2236 9.9688
N 15.3081 15.9544 13.1035
N 14.5602 14.9100 12.4563
N 12.4321 15.3686 14.4214
N 9.8445 15.9799 12.0787
N 13.6198 16.0248 14.9846
N 12.6863 17.6113 12.5490
N 13.7001 18.0437 13.4359
C 14.9188 16.2400 17.1330
C 17.6412 16.6004 13.5726
C 12.5094 15.8344 8.9097
C 12.9965 19.8454 12.3251
C 7.7549 14.7870 11.6182
C 13.7749 17.2108 7.4125
C 15.2603 13.1646 10.6591
C 8.2808 11.5340 11.9017
C 12.5000 15.1138 16.6967
C 8.8570 11.3484 9.2312
C 9.6227 11.6194 11.4783
C 9.9182 11.4622 10.1438
C 14.0554 17.2594 9.8326
C 8.1274 15.7678 13.8147
C 10.4594 14.2132 15.4895
C 13.8572 19.3891 13.3094
C 14.3981 17.7552 8.5889
C 11.6328 7.9969 12.2900
C 15.4635 14.2969 11.6521
C 8.9668 15.3729 11.2017
C 16.6026 15.8302 12.8132
C 11.7737 14.9103 15.4979
C 10.9609 9.1914 12.4070
C 14.8348 20.0870 14.2309
C 9.3539 16.2668 13.3260
C 11.1675 18.7942 10.8862
C 13.0083 7.9198 12.1903
C 7.2328 11.3580 11.0193
C 16.7609 14.8394 11.8370
C 12.2497 18.7020 11.9188
C 13.7693 9.1090 12.1451
C 12.7196 16.3344 7.5978
C 11.7046 10.3779 12.3893
C 13.1098 10.3030 12.3251
C 7.5193 11.3414 9.6586
C 13.6773 15.8465 16.3143
C 7.3539 14.9752 12.9211
B 14.5912 16.9095 14.1192
H 10.2610 19.1096 11.4056
H 14.0944 17.4241 6.3656
H 9.9529 16.8848 14.0163
H 6.2246 11.1611 11.4754
H 14.4446 17.6472 10.7599
H 15.8573 15.8393 16.6944
H 8.1505 11.4680 12.9947
H 11.0312 7.0747 12.1855
H 13.4962 6.9250 12.1570
H 15.2991 17.6366 14.8318
H 13.7195 11.2473 12.4665
H 11.5063 19.4795 10.1224
H 18.5227 16.8805 12.9687
H 14.6481 19.8056 15.3063
H 15.0258 17.3733 17.2497
H 17.9560 16.0341 14.4826
H 12.0465 15.9918 6.7361
H 17.6509 14.5897 11.2952
H 6.7178 11.1667 8.9279
H 15.8995 19.8020 13.9372
H 7.7090 16.0863 14.7839
H 14.2410 12.7546 10.8030
H 12.1744 14.6653 17.6552
H 14.8974 15.7738 18.1489
H 14.7872 21.1842 14.0652
H 15.4942 13.4772 9.6288
H 9.8516 9.2187 12.5278
H 10.4958 13.2346 15.9526
H 15.2381 18.4736 8.4895
H 6.4512 14.4843 13.2934
H 9.7323 14.8174 16.1032
H 12.7526 20.8870 12.0743
H 15.9845 12.3812 10.8782
H 17.1305 17.5280 13.9210
H 14.8253 9.1323 11.8839
H 9.0974 11.3006 8.1659
H 10.0643 14.1466 14.4794
H 7.1791 14.2790 10.8939
H 10.9495 11.3184 9.8893
H 10.9496 17.8062 10.4344
*
```

Frontier orbital gap (alpha / beta): 7.0 / 7.0 eV
HOMO (alpha / beta): -13.072 / -13.074 eV
Electronic energy: -8120.87359 Eh
<S²>: 6.00


DFT (ωB97M-V with the def2-TZVPD basis set) results for a structure of composition C37H40CeOP2.

Geometry as ORCA input:
```
! wB97M-V def2-TZVPD RIJCOSX def2/J DEFGRID3
* xyz 2 1
Ce 1.6365 -0.8941 1.9723
P 0.1349 -2.1134 -2.5653
P 1.9685 0.3502 -3.0183
O -0.0310 -0.7561 3.5358
C -0.9422 -2.3614 -1.0974
C -2.1497 -3.8495 -5.6238
C 3.4599 1.8448 -7.2230
C -2.6174 0.0654 6.2460
C -2.5816 1.3118 7.0935
C 2.8521 0.5884 -7.0649
C 2.4511 0.1552 -5.7941
C -2.8009 -3.3385 0.1080
C -2.4268 2.6615 6.3690
C -2.0043 -3.2600 -1.0434
C -2.6373 -0.0166 4.9118
C 3.4543 3.1771 -0.4780
C 0.2295 0.4481 -3.5160
C -3.2199 0.9939 4.0017
C 1.2925 4.0049 -1.2056
C -1.2236 2.6330 4.0922
C 2.1055 1.8735 -2.0082
C -2.1750 1.8564 3.2596
C 0.0820 -4.4938 -4.0812
C 1.0190 -1.2196 4.1263
C 2.4678 4.1710 -0.4632
C 3.0028 -0.2122 3.6656
C -1.2487 2.7884 5.4251
C -0.6717 -1.5143 0.0055
C -0.5749 -3.2651 -3.8541
C 3.2729 2.0224 -1.2319
C 2.6287 0.9715 -4.6582
C -1.6714 -2.9469 -4.6674
C 1.1043 2.8460 -1.9671
C 3.6574 2.6508 -6.0993
C -1.5155 -5.0806 -5.8136
C -0.3891 -5.3899 -5.0412
C -0.5992 -0.5666 -3.1752
C -1.4794 -1.5943 1.1352
C -2.5274 -2.5247 1.2095
C 1.0820 -1.1476 5.6407
C 3.2636 2.2096 -4.8294
H 4.0272 1.2326 -1.2337
H -2.1679 -1.9816 -4.5723
H -3.9556 1.6485 4.5024
H -1.8886 -5.7852 -6.5592
H -3.6364 -4.0412 0.1376
H -3.5445 1.3143 7.6374
H -0.4080 3.0673 3.5140
H 0.5157 4.7710 -1.2039
H -2.6342 -0.8417 6.8445
H 3.4383 2.8555 -3.9668
H -3.7575 0.4372 3.2121
H 0.1780 2.7130 -2.5263
H 2.6112 5.0793 0.1266
H -2.7312 2.5827 2.6346
H -1.3234 -0.9114 1.9782
H 0.1419 -1.3597 6.1721
H -3.3566 2.8955 5.8393
H 1.9782 -0.8208 -5.6898
H 3.7735 2.1850 -8.2137
H -1.7961 1.2475 7.8700
H -0.3441 3.1377 5.9504
H 3.7923 0.0564 2.9098
H 1.8356 -1.8613 5.9994
H -2.2479 -0.9065 4.3862
H -2.2335 -3.8875 -1.9090
H -3.1180 -2.5888 2.1265
H -1.5989 1.2269 2.5528
H 4.3750 3.3056 0.0966
H 0.9687 -4.7388 -3.4964
H 2.6219 0.7180 4.1321
H 2.6968 -0.0464 -7.9372
H 0.1232 -6.3406 -5.1978
H -2.2518 3.4035 7.1748
H -0.0831 1.3160 -4.1133
H 0.1049 -0.7242 -0.0948
H 1.3800 -0.1180 5.8973
H 4.1255 3.6359 -6.2094
H -1.6922 -0.4884 -3.2454
H 3.4243 -0.8805 4.4225
H -3.0212 -3.5856 -6.2263
*
```

Frontier orbital gap (alpha / beta): 3.3 / 3.3 eV
HOMO (alpha / beta): -12.257 / -12.257 eV
Electronic energy: -2666.12565 Eh